Molecular formula: C54H52I2LuN8O5S3
Method: DFT, ωB97M-V/def2-TZVPD

Computed properties:
* HOMO-LUMO gap: 6.5 eV
* highest occupied orbital energy: -9.00 eV
* charge: +1

```
125
Properties=species:S:1:pos:R:3:forces:R:3
Lu 0.00645 -0.08740 -0.38049 0.7 0.7 0.8
N -0.14911 1.54911 1.46646 0.1 -0.4 0.1
S 0.22821 2.20926 2.70331 -0.1 0.3 -0.2
N 0.43607 3.87117 2.57964 0.1 -0.2 0.2
S 1.64605 4.43542 1.82037 -0.1 0.0 -0.1
N 2.30312 3.69154 0.63965 0.1 0.0 0.0
S 1.60952 3.14830 -0.74425 -0.1 -0.1 0.0
N 1.23243 1.75782 -0.88702 -0.1 0.1 -0.1
C 0.31053 4.32839 -1.07203 -0.1 0.1 -0.1
C -0.95986 3.96951 -0.63523 0.1 0.0 -0.1
C -2.02306 4.82217 -0.88543 -0.1 0.0 0.0
C -1.81442 6.01868 -1.55995 0.0 -0.1 0.0
C -0.54005 6.36727 -1.98958 0.0 -0.1 0.0
C 0.53465 5.52005 -1.75376 -0.1 0.0 0.1
C 2.89238 3.60237 -1.87619 0.2 0.0 -0.1
C 3.79543 4.63382 -1.65277 0.0 -0.1 -0.1
C 4.74653 4.91200 -2.62309 0.0 0.0 0.0
C 4.79077 4.15761 -3.79022 0.0 0.0 0.0
C 3.89364 3.11650 -3.98940 0.0 0.0 0.0
C 2.93447 2.82974 -3.02867 0.1 0.1 0.0
C 3.04258 4.75444 2.86361 0.0 0.0 0.1
C 2.80759 5.55969 3.97433 0.0 -0.1 0.0
C 3.86175 5.83515 4.82543 0.1 0.0 0.0
C 5.12337 5.30561 4.56348 0.0 0.0 0.0
C 5.33428 4.49882 3.45528 0.0 0.0 0.0
C 4.28755 4.21355 2.58602 0.0 0.0 0.1
C 1.09321 6.06303 1.40696 0.1 0.2 0.0
C -0.23767 6.41260 1.56342 0.1 0.1 0.0
C -0.63028 7.69046 1.18555 0.0 0.0 0.0
C 0.29763 8.58228 0.66877 0.0 0.0 0.0
C 1.63327 8.21346 0.52742 0.0 0.1 0.0
C 2.04086 6.94460 0.89609 -0.1 0.1 0.1
C -1.02723 2.26789 3.95212 -0.1 0.1 0.0
C -2.12070 3.07617 3.64813 0.0 0.0 0.1
C -3.20409 3.08669 4.50733 0.0 0.0 0.0
C -3.19063 2.29194 5.64957 0.0 0.0 0.0
C -2.10361 1.47513 5.92446 0.0 0.0 0.0
C -1.00876 1.44673 5.06894 0.0 0.0 -0.1
C 1.71831 1.70131 3.51453 0.1 0.1 0.1
C 2.07008 2.21529 4.76231 0.0 -0.1 -0.1
C 3.26340 1.80635 5.33039 0.0 0.0 0.0
C 4.09268 0.92165 4.64471 0.0 0.0 0.0
C 3.73659 0.44662 3.39148 0.1 0.0 0.0
C 2.53401 0.83144 2.81650 0.0 0.0 0.0
H -1.10448 3.02828 -0.12113 0.0 0.0 0.0
H -3.02007 4.54076 -0.56815 0.0 0.0 0.0
H -2.65062 6.67744 -1.76347 0.0 0.0 0.0
H -0.38065 7.29561 -2.52394 0.0 0.0 0.0
H 1.52227 5.78659 -2.10708 0.0 0.0 0.0
H 3.76144 5.19510 -0.72992 0.0 0.0 0.0
H 5.46156 5.70915 -2.46378 0.0 0.0 0.0
H 5.54017 4.37343 -4.54126 0.0 0.0 0.0
H 3.95209 2.51675 -4.88978 0.0 0.0 0.0
H 2.24969 1.99623 -3.13456 0.0 0.0 0.0
H 1.81785 5.95976 4.16792 0.0 0.0 0.0
H 3.70291 6.46361 5.69277 0.0 0.0 0.0
H 5.94629 5.52556 5.23282 0.0 0.0 0.0
H 6.31591 4.08415 3.26258 0.0 0.0 0.0
H 4.42475 3.58159 1.71916 0.0 0.0 0.0
H -0.94041 5.69657 1.96674 0.1 0.1 0.0
H -1.66563 7.98664 1.29943 0.0 0.0 0.0
H -0.01707 9.57720 0.37957 0.0 0.0 0.0
H 2.35632 8.91865 0.13762 0.0 0.0 0.0
H 3.08230 6.65422 0.81795 0.0 0.0 0.0
H -2.11792 3.68519 2.75051 0.0 0.0 0.1
H -4.05914 3.71371 4.28817 0.0 0.0 0.0
H -4.03997 2.30185 6.32095 0.0 0.0 0.0
H -2.10720 0.83990 6.80086 0.0 0.0 0.0
H -0.18271 0.77361 5.25494 0.0 0.0 0.0
H 1.42075 2.91041 5.28025 0.0 0.0 0.0
H 3.54913 2.17727 6.30660 0.0 0.0 0.0
H 5.02529 0.60345 5.09463 0.0 0.0 0.0
H 4.38399 -0.24073 2.86159 0.0 0.0 0.0
H 2.24454 0.46146 1.84280 0.0 0.0 0.0
C -2.28029 3.55798 -4.51249 -0.1 -0.1 0.0
C -1.05767 3.13495 -4.01773 0.0 0.0 0.0
C -0.99216 2.03068 -3.17798 0.2 0.0 -0.1
C -2.13941 1.34048 -2.84143 0.1 -0.3 0.2
C -3.37149 1.75899 -3.33207 -0.1 0.0 0.1
C -3.43677 2.86524 -4.16235 0.0 0.0 0.0
N -2.00054 0.18610 -1.94428 0.5 0.5 -0.3
N -3.00852 -0.51126 -1.94423 -0.7 -0.6 0.0
C -3.17695 -1.62786 -1.06659 0.1 0.3 -0.2
C -4.49188 -1.68854 -0.59956 -0.1 0.1 0.0
C -4.88113 -2.64488 0.31612 0.0 0.0 0.0
C -3.95898 -3.59682 0.73166 0.0 0.0 0.0
C -2.67029 -3.57770 0.22481 0.1 0.0 0.0
C -2.25644 -2.60051 -0.67944 0.1 0.0 -0.1
H -2.33769 4.42186 -5.16360 0.0 0.0 0.0
H -0.14859 3.66420 -4.28086 0.0 0.0 0.0
H -0.03898 1.69924 -2.78941 -0.1 0.1 0.0
H -4.26709 1.21964 -3.06067 0.0 0.0 0.0
H -4.39853 3.18881 -4.54103 0.0 0.0 0.0
H -5.19006 -0.94283 -0.96064 0.0 0.0 0.0
H -5.89962 -2.66420 0.68155 0.0 0.0 0.0
H -4.24647 -4.36757 1.43574 0.0 0.0 0.0
H -1.96100 -4.33531 0.53581 0.0 0.0 0.0
O -2.46442 0.44177 0.74178 0.0 0.2 -0.1
H -2.73587 -0.24896 1.35903 0.1 -0.1 -0.1
H -1.87042 1.02111 1.25855 0.0 0.0 0.2
O 2.35019 -0.77593 -0.04105 -0.6 0.3 0.1
H 2.84563 -0.52252 -0.83328 0.0 0.0 -0.1
H 2.48307 -1.74484 0.00312 0.0 -0.1 -0.2
I -0.25278 -2.87391 -1.39089 -0.5 -0.6 -0.3
I 2.87595 -3.58860 -1.81242 0.2 0.0 0.0
O 0.17318 -1.12700 3.75702 -0.1 0.0 -0.2
C -0.01655 -1.25071 2.58777 -0.1 -0.1 -0.1
N -0.22213 -1.36756 1.41644 0.2 0.1 0.5
O -0.22586 -0.76856 -4.28048 -0.1 0.2 0.1
C 0.99676 -0.49368 -3.87667 0.3 -0.1 -0.2
O 1.27587 -0.28041 -2.71031 -0.4 -0.1 0.2
C 2.03924 -0.46587 -4.98527 -0.1 -0.1 -0.1
N 1.37957 -0.08724 -6.24239 0.0 -0.1 -0.1
C 1.81251 -0.99778 -7.32196 -0.1 0.0 0.1
C 1.98666 -2.31259 -6.58321 0.1 0.0 0.0
C 2.61298 -1.88351 -5.25406 0.0 0.0 0.1
H 2.82527 0.21506 -4.65806 0.1 0.1 -0.1
H 1.50162 0.88795 -6.47518 0.0 0.0 0.0
H -0.19935 -0.62668 -5.25753 0.1 -0.1 -0.1
H 2.75899 -0.68325 -7.77422 0.0 0.0 0.0
H 1.05597 -1.03590 -8.10357 0.0 0.0 0.0
H 2.62674 -3.00715 -7.12504 0.0 0.0 0.0
H 1.02263 -2.80061 -6.42657 0.0 0.1 0.0
H 3.69592 -1.81110 -5.35203 0.0 0.0 0.0
H 2.41917 -2.56629 -4.42864 0.0 0.0 0.0
```
Positions in Å, forces in eV/Å.

These are the Mulliken partial charges, in e, on atoms 1 to 99:
1 Lu 1.541
2 N 0.464
3 S 0.917
4 N -0.437
5 S 1.845
6 N 0.082
7 S 1.087
8 N 0.077
9 C 0.871
10 C 0.343
11 C -0.730
12 C -0.980
13 C -1.153
14 C -0.103
15 C -0.545
16 C 0.155
17 C -0.940
18 C -0.873
19 C -0.641
20 C 0.325
21 C 0.331
22 C -0.874
23 C -0.766
24 C -0.583
25 C -0.945
26 C -0.140
27 C 0.436
28 C -0.258
29 C -0.681
30 C -0.762
31 C -0.785
32 C -0.934
33 C 0.432
34 C -0.273
35 C -0.899
36 C -0.620
37 C -1.047
38 C -0.209
39 C 0.554
40 C -0.336
41 C -1.028
42 C -0.865
43 C -0.616
44 C -0.491
45 H -0.053
46 H 0.531
47 H 0.474
48 H 0.509
49 H 0.499
50 H 0.314
51 H 0.479
52 H 0.425
53 H 0.512
54 H -0.180
55 H 0.467
56 H 0.465
57 H 0.441
58 H 0.494
59 H 0.602
60 H 0.512
61 H 0.524
62 H 0.428
63 H 0.478
64 H 0.268
65 H 0.050
66 H 0.445
67 H 0.414
68 H 0.445
69 H 0.440
70 H 0.620
71 H 0.528
72 H 0.448
73 H 0.564
74 H 0.290
75 C -0.714
76 C -0.830
77 C 1.168
78 C -0.392
79 C -0.633
80 C -0.802
81 N 1.448
82 N -1.288
83 C 0.110
84 C -0.197
85 C -0.757
86 C -0.611
87 C -0.880
88 C 0.489
89 H 0.450
90 H 0.446
91 H -0.136
92 H 0.555
93 H 0.409
94 H 0.426
95 H 0.416
96 H 0.414
97 H 0.399
98 O -0.511
99 H 0.275